1.
Here is a structure of composition C39H30N5O5S4W from the Open Molecules 2025 dataset. Energies are from the ωB97M-V functional and the def2-TZVPD basis.

Structure (XYZ):
```
84
Properties=species:S:1:pos:R:3
W -0.13939 -0.06629 -1.73448
C 4.65543 0.53502 -0.88841
C 3.30645 -0.01752 -1.24014
S 1.96755 1.08801 -1.10709
C 3.09547 -1.28636 -1.62308
C 4.16530 -2.32783 -1.76764
S 1.48741 -1.75718 -2.09285
H 4.69505 1.60713 -1.08023
H 5.44069 0.05160 -1.47085
H 4.87758 0.37963 0.17072
H 4.78370 -2.15079 -2.65228
H 3.72288 -3.31859 -1.86313
H 4.81990 -2.33916 -0.89395
S -2.26436 0.76574 -2.66362
C -1.96401 1.58473 -4.14875
C -2.96870 2.29744 -4.80233
C -2.70950 2.93062 -6.00781
C -3.75212 3.65692 -6.65595
N -4.59000 4.25107 -7.17269
C -1.42447 2.85549 -6.58161
C -0.42218 2.15252 -5.92849
C -0.68152 1.52195 -4.71620
S 0.58335 0.66576 -3.88957
C -1.13676 3.50621 -7.81704
N -0.89630 4.01679 -8.81905
H -3.95528 2.35961 -4.36398
H 0.56675 2.10114 -6.36379
C -1.12084 -2.51894 5.11933
C -0.58897 -1.12179 5.24762
C -0.29377 -0.57195 6.48610
C 0.20014 0.71863 6.61147
C 0.42136 1.47097 5.47143
C 0.14680 0.94323 4.21972
C -0.37175 -0.34347 4.10104
N -0.68845 -0.91491 2.85411
C -0.46446 -0.24191 1.64803
N -1.26831 0.83291 1.47610
C -1.06824 1.93880 0.61809
C -0.51638 1.81362 -0.65872
C -0.34270 3.00907 -1.37978
C -0.73102 4.23689 -0.88922
C -1.33662 4.31615 0.35707
C -1.51081 3.17899 1.12242
C -2.19923 3.27935 2.45883
N 0.37093 -0.64163 0.76121
C 1.16964 -1.77548 1.07337
C 0.70986 -3.03834 0.70381
C 1.47442 -4.16708 0.94502
C 2.71214 -4.03611 1.55478
C 3.15910 -2.78061 1.93634
C 2.40137 -1.63350 1.71773
C 2.88170 -0.29958 2.21133
H -1.30783 -2.95142 6.10055
H -0.41169 -3.17308 4.60161
H -2.05153 -2.53746 4.54849
H -0.46262 -1.17272 7.37217
H 0.41682 1.12618 7.59001
H 0.82294 2.47362 5.54569
H 0.35636 1.52699 3.33227
H -0.46505 -1.89845 2.78904
H -1.96501 0.93840 2.19376
H 0.09039 2.96268 -2.37209
H -0.58916 5.12771 -1.48775
H -1.67896 5.26907 0.74274
H -2.45000 4.31683 2.67343
H -1.57929 2.90973 3.27820
H -3.13694 2.71407 2.47607
H -0.24750 -3.11687 0.20362
H 1.10854 -5.13909 0.64069
H 3.32966 -4.90716 1.73441
H 4.12286 -2.67963 2.42314
H 3.96669 -0.30212 2.31821
H 2.45453 -0.07985 3.19336
H 2.58987 0.50493 1.53575
O -4.53516 -4.59214 -1.84568
C -3.68716 -3.74705 -1.87636
C -2.69239 -3.52028 -3.03382
O -2.64520 -4.15265 -4.05484
C -1.84713 -2.39316 -2.57740
C -2.28650 -1.96325 -1.33291
O -1.54476 -1.02119 -0.76341
C -3.35530 -2.74001 -0.76367
O -3.88278 -2.67764 0.32683
O -0.84550 -1.82197 -3.10505
```

As for the HOMO-LUMO gap: 5.699 eV. Its HOMO energy is -0.1854 Ha. Its net charge is -1. Its energy above the lowest of the compared OMol25 structures with the same formula, charge and spin is 0.156 eV.

---

2.
Here is a cluster of 4 separate species, CH11NO3 in total from the Open Molecules 2025 dataset. Energies are from the ωB97M-V functional and the def2-TZVPD basis.

Structure (XYZ):
```
16
Properties=species:S:1:pos:R:3
C -1.50731 -1.31446 1.15556
N -0.08857 -1.27766 0.77245
H -2.13328 -1.37234 0.27525
H -1.74706 -2.09489 1.87123
H -1.77550 -0.35754 1.60771
H -0.02669 -1.11380 -0.22612
H 0.36714 -2.17229 0.92667
O 0.73727 1.86248 -1.10116
H 0.82811 1.68700 -0.15068
H 1.67903 1.94781 -1.32641
O -1.36284 0.06043 -1.74206
H -2.09445 0.08812 -2.36730
H -1.02535 0.96855 -1.71715
O 2.06805 0.50410 1.04875
H 1.30876 -0.07136 1.28410
H 2.72973 0.45754 1.74081
```

As for the HOMO-LUMO gap: 10.468 eV. Its HOMO energy is -0.3513 Ha. As for the SMILES: CN.O.O.O. Its energy above the lowest of the compared OMol25 structures with the same formula, charge and spin is 0.364 eV.

---

3.
Here is an isolated molecule of C17H15N5OS2 from the Open Molecules 2025 dataset. Energies are from the ωB97M-V functional and the def2-TZVPD basis.

Structure (XYZ):
```
40
Properties=species:S:1:pos:R:3
C -1.70015 -3.87243 1.40716
C -0.40550 -3.13960 1.33152
N -0.45736 -1.81027 1.40280
C 0.65372 -1.10976 1.32271
S 0.50500 0.64531 1.42019
C -1.31522 0.81786 1.47118
N -1.84049 1.25303 0.21124
N -2.13341 0.28268 -0.65881
N -2.57084 0.52362 -1.79135
C -2.77764 1.81671 -2.21062
C -3.27053 2.05002 -3.49914
C -3.48604 3.34289 -3.91772
C -3.21835 4.42159 -3.07301
C -2.73075 4.20914 -1.80272
C -2.50665 2.90521 -1.36109
C -1.98913 2.62678 -0.02507
O -1.71385 3.44101 0.82812
C 1.90311 -1.73168 1.18536
C 3.24576 -1.25209 1.08834
C 3.60720 0.19535 1.11481
C 4.13914 -2.26887 0.97096
C 5.62108 -2.17841 0.84841
S 3.39024 -3.85469 0.96966
C 1.82516 -3.14178 1.13421
N 0.70430 -3.83972 1.19967
H -1.52277 -4.93515 1.27969
H -2.17086 -3.69083 2.37147
H -2.36993 -3.50694 0.63182
H -1.54278 1.56687 2.22930
H -1.69265 -0.18110 1.70165
H -3.47096 1.20284 -4.13521
H -3.86780 3.52889 -4.91061
H -3.39555 5.42807 -3.42081
H -2.51371 5.02503 -1.13036
H 3.13835 0.71523 0.28077
H 4.68313 0.32530 1.05089
H 3.24777 0.65631 2.03344
H 6.05115 -3.17410 0.78544
H 5.89980 -1.62269 -0.04675
H 6.04800 -1.66965 1.71247
```

As for the HOMO-LUMO gap: 8.107 eV. Its HOMO energy is -0.2990 Ha. As for the SMILES: Cc1nc(SCn2nnc3ccccc3c2=O)c2c(C)c(C)sc2n1. Its energy above the lowest of the compared OMol25 structures with the same formula, charge and spin is 0.801 eV.

---

4.
Here is a structure of composition C53H43ClHgN3O3P3S from the Open Molecules 2025 dataset. Energies are from the ωB97M-V functional and the def2-TZVPD basis.

Structure (XYZ):
```
108
Properties=species:S:1:pos:R:3
Hg -1.60435 -0.01760 1.11445
O -0.45530 1.28730 2.83294
C -0.01525 0.82498 3.95628
C 1.21439 1.04021 4.51247
C 1.66685 0.43491 5.67038
C 0.75050 -0.30162 6.48736
C -0.47535 -0.50545 5.97268
C -0.98085 -0.00937 4.91255
C -2.34226 -0.33615 4.40957
N -2.71536 -0.38252 3.19023
C -3.97836 -0.67685 3.11275
C -4.51972 -0.78974 4.45138
N -3.46137 -0.37447 5.27346
H 1.85346 1.74011 3.84728
H 2.70417 0.86089 6.10578
H 1.17647 -1.05031 7.42735
H -1.19640 -1.31878 6.57037
H -4.58749 -0.82726 2.10528
H -5.64270 -0.92782 4.93400
H -3.44339 0.13503 6.10683
Cl 2.21372 0.82311 1.22180
C 3.07444 -0.49492 1.97739
C 3.95827 0.02312 2.99670
C 4.80821 -0.86778 3.61338
C 4.56676 -2.26657 3.35187
C 3.61357 -2.80558 2.55607
C 2.82683 -1.89304 1.76850
P 1.24862 -2.44846 0.89034
C 1.66608 -2.79663 -0.85377
C 0.69359 -3.16418 -1.61294
C 0.99349 -3.46744 -2.98624
C 2.26643 -3.69036 -3.34032
C 3.23099 -3.07100 -2.54113
C 3.21759 -2.52665 -1.40102
C 1.31545 -4.29298 1.40080
C 2.27969 -5.13935 0.90283
C 2.11481 -6.40005 1.44802
C 0.97184 -6.75444 2.29312
C 0.08201 -5.94824 2.78013
C 0.18009 -4.61058 2.38792
H 3.78217 1.02718 3.22200
H 5.70857 -0.29669 4.30467
H 5.54153 -2.75363 3.98019
H 3.57624 -3.91023 2.68591
H -0.20713 -3.11924 -1.22687
H -0.08114 -4.06856 -3.56392
H 2.31281 -4.34146 -4.27634
H 4.21092 -3.40837 -3.10561
H 3.96648 -2.06569 -0.72839
H 2.94395 -4.53801 0.16676
H 2.64001 -7.29526 1.38246
H 0.83889 -7.76808 2.48571
H -0.98751 -6.28675 3.43055
H -0.65627 -3.98275 2.29264
O -2.89713 1.70558 0.26208
P -2.39084 2.60490 -0.77693
C -1.70287 1.82816 -2.13804
P -0.36361 0.83086 -1.92630
O -0.18348 -0.00197 -0.65175
C -0.49556 -0.27696 -3.26333
C -1.64735 -0.82556 -3.51120
C -2.04885 -1.67866 -4.64669
C -1.15303 -1.60991 -5.75230
C 0.19550 -1.11636 -5.63057
C 0.53781 -0.49060 -4.41760
C 1.23731 1.54738 -2.51881
C 2.65680 1.04228 -2.03540
C 3.73523 1.43612 -2.64762
C 3.83293 2.47993 -3.58581
C 2.49000 3.29423 -3.80561
C 1.38176 2.71349 -3.19164
C -1.13532 3.86143 -0.21988
C -1.02592 5.13009 -0.81970
C -0.09292 6.00127 -0.31058
C 0.82658 5.62127 0.62855
C 0.79777 4.38163 1.31772
C -0.28584 3.53129 0.92662
C -3.79370 3.70946 -1.31684
C -3.82192 3.96077 -2.60433
C -5.06512 4.62424 -3.14704
C -6.05973 4.96422 -2.30882
C -5.86880 4.77624 -0.98302
C -4.73483 4.11436 -0.37075
H -2.15218 1.54947 -3.06089
H 0.99893 1.28229 -11.62311
H -2.68794 -0.84785 -3.11950
H -2.94547 -2.15914 -4.86434
H -1.78960 -1.96874 -6.86225
H 0.80309 -0.72846 -6.28634
H 1.41129 -0.08614 -4.32297
H 2.69422 0.07269 -1.57855
H 4.60608 0.79119 -2.53803
H 4.65618 2.72063 -4.04785
H 2.73118 4.18029 -4.21020
H 0.47494 3.39252 -3.45041
H -1.55289 5.66827 -1.60485
H 0.05847 7.10513 -0.77876
H 1.41751 6.33548 1.24552
H 1.32223 4.15798 2.23668
H -0.41521 2.57090 1.46367
H -3.06566 3.53053 -3.36320
H -5.28295 4.95748 -4.27779
H -7.05054 5.40614 -2.66930
H -6.68592 4.89572 -0.13627
H -4.76122 3.85680 0.70849
S -2.69143 -4.42249 0.93102
C -2.90217 -2.87588 0.51414
N -2.97548 -1.74993 0.24409
```

As for the HOMO-LUMO gap: 7.152 eV. Its HOMO energy is -0.1763 Ha. Its spin multiplicity is 2. Its net charge is -1. Its energy above the lowest of the compared OMol25 structures with the same formula, charge and spin is 0.000 eV.